# C25H26N10O4S4SbYb

A structure of composition C25H26N10O4S4SbYb in a non-equilibrium geometry (ωB97M-V/def2-TZVPD, OMol25).

Summary:
- Total energy: -130849.1867 eV
- Net charge: -1

Each line ends with the Löwdin charge.
Element x y z (Å)
Yb: -0.032 0.065 -0.162  1.25
O: 4.642 -0.887 5.535  0.00
C: 4.266 0.178 5.077  -0.70
O: 4.691 1.383 5.181  -0.07
C: 3.122 0.195 4.154  -0.10
C: 2.447 1.356 3.791  0.05
C: 1.531 1.313 2.754  -0.20
N: 1.246 0.183 2.052  0.07
C: 1.726 -0.998 2.562  -0.20
C: 2.743 -1.011 3.546  0.07
C: 1.077 -2.256 2.130  -0.25
C: 1.178 -3.396 2.932  0.00
C: 0.523 -4.562 2.536  -0.03
C: -0.071 -4.554 1.261  -0.06
C: -0.143 -3.383 0.531  -0.15
N: 0.320 -2.217 1.016  0.02
C: 1.055 2.610 2.229  -0.24
C: 1.562 3.810 2.771  0.01
C: 1.219 5.050 2.188  -0.04
C: 0.368 5.114 1.093  -0.07
C: -0.152 3.908 0.666  -0.17
N: 0.215 2.689 1.181  0.03
H: 2.532 2.280 4.353  0.11
H: 3.209 -1.972 3.918  0.14
H: 1.662 -3.306 3.889  0.11
H: 0.548 -5.435 3.143  0.10
H: -0.536 -5.444 0.829  0.10
H: -0.639 -3.277 -0.405  0.07
H: 2.308 3.756 3.559  0.10
H: 1.732 5.905 2.581  0.10
H: 0.139 6.016 0.551  0.10
H: -0.898 3.818 -0.114  0.09
S: 4.017 3.029 -1.788  -0.29
Sb: 1.642 2.592 -3.563  0.71
S: 2.191 2.566 -1.126  -0.28
S: 1.970 0.343 -4.175  -0.21
C: -4.286 1.388 -0.352  -0.02
C: -2.852 1.094 -0.624  -0.27
N: -2.284 0.188 0.151  -0.11
O: -3.222 -0.515 0.917  -0.06
C: -2.126 1.763 -1.701  -0.31
C: -2.865 2.556 -2.683  -0.04
N: -0.812 1.556 -1.827  -0.09
O: -0.302 2.432 -2.756  -0.61
H: -4.395 1.522 0.741  0.10
H: -4.863 0.492 -0.648  0.11
H: -4.617 2.310 -0.796  0.07
H: -2.676 -1.036 1.527  0.10
H: -3.737 2.017 -3.000  0.08
H: -2.258 2.686 -3.578  0.08
H: -3.158 3.574 -2.292  0.12
N: -4.748 -3.115 -3.218  0.10
C: -3.459 -2.724 -3.403  -0.41
C: -2.625 -2.426 -2.278  -0.11
N: -1.488 -1.789 -2.420  0.06
C: -1.126 -1.491 -3.705  -0.14
C: -1.890 -1.831 -4.802  -0.10
N: -3.040 -2.526 -4.639  0.11
H: -5.143 -3.452 -2.335  0.10
H: -5.136 -3.474 -4.111  0.11
H: -3.015 -2.642 -1.288  0.10
H: -0.165 -0.970 -3.843  -0.01
H: -1.616 -1.540 -5.792  0.10
N: 3.829 -0.417 -0.448  0.11
C: 3.136 -1.548 -0.730  -0.92
N: 1.942 -1.357 -1.458  -0.03
S: 3.562 -3.120 -0.179  0.50
H: 3.586 0.445 -0.929  -0.03
H: 4.796 -0.502 -0.127  0.11
H: 2.014 -0.739 -2.292  -0.10
H: 1.629 -2.272 -1.758  0.05

***

# C25H26N2O7S

An isolated molecule of C25H26N2O7S in a non-equilibrium geometry (ωB97M-V/def2-TZVPD, OMol25).

Summary:
- Total energy: -54495.0866 eV
- Net charge: 0

Each line ends with the natural charge from an NBO analysis.
Element x y z (Å)
C: 3.322 -0.242 -3.382  -0.72
C: 3.486 0.169 -1.944  0.60
O: 4.560 0.105 -1.385  -0.56
C: 2.277 0.655 -1.227  -0.18
C: 2.443 1.129 0.076  -0.14
C: 1.356 1.559 0.810  -0.21
C: 0.094 1.516 0.248  -0.30
S: -1.316 2.052 1.244  2.35
O: -1.761 3.298 0.688  -0.94
O: -0.888 2.011 2.611  -0.94
N: -2.482 0.926 1.005  -0.69
C: -2.337 -0.332 1.705  -0.25
C: -1.188 -1.102 1.115  -0.14
C: 0.029 -1.150 1.703  -0.10
C: 1.158 -1.728 1.053  -0.17
C: 2.449 -1.689 1.585  -0.18
C: 3.526 -2.183 0.879  0.20
C: 3.319 -2.779 -0.384  0.34
C: 2.045 -2.819 -0.924  -0.35
C: 0.967 -2.287 -0.226  0.27
N: -0.293 -2.282 -0.762  -0.58
C: -1.404 -1.691 -0.202  0.63
O: -2.460 -1.689 -0.815  -0.65
O: 4.334 -3.320 -1.107  -0.49
C: 5.551 -3.449 -0.397  -0.10
C: 5.802 -2.206 0.451  -0.11
O: 4.775 -2.072 1.416  -0.48
C: -3.545 1.141 0.059  -0.27
C: -4.919 1.259 0.759  0.10
C: -5.941 1.935 -0.163  -0.43
C: -5.711 3.424 0.124  -0.44
C: -4.963 3.430 1.473  -0.09
O: -4.863 2.080 1.899  -0.52
C: -0.088 1.080 -1.052  -0.17
C: 0.999 0.646 -1.788  -0.18
H: 2.648 -1.093 -3.448  0.23
H: 4.290 -0.526 -3.787  0.24
H: 2.911 0.578 -3.966  0.23
H: 3.439 1.146 0.493  0.24
H: 1.457 1.916 1.822  0.25
H: -2.149 -0.114 2.759  0.23
H: -3.267 -0.892 1.600  0.24
H: 0.171 -0.700 2.675  0.23
H: 2.622 -1.248 2.553  0.23
H: 1.910 -3.275 -1.893  0.22
H: -0.433 -2.704 -1.672  0.41
H: 6.330 -3.584 -1.148  0.20
H: 5.505 -4.335 0.252  0.18
H: 6.737 -2.286 1.006  0.20
H: 5.817 -1.320 -0.195  0.22
H: -3.312 2.084 -0.436  0.23
H: -3.576 0.325 -0.671  0.24
H: -5.242 0.271 1.102  0.19
H: -6.949 1.639 0.129  0.21
H: -5.786 1.673 -1.207  0.21
H: -5.099 3.885 -0.650  0.21
H: -6.652 3.969 0.185  0.22
H: -5.502 3.968 2.256  0.18
H: -3.962 3.862 1.367  0.20
H: -1.080 1.069 -1.476  0.23
H: 0.843 0.295 -2.796  0.22

***

# C25H26N6O4S2Yb

A structure of composition C25H26N6O4S2Yb in a non-equilibrium geometry (ωB97M-V/def2-TZVPD, OMol25).

Summary:
- Spin multiplicity: 2
- Total energy: -96675.0115 eV
- Net charge: +1
- <S²>: 0.7509

Each line ends with the natural charge from an NBO analysis.
Element x y z (Å)
Yb: -0.339 0.205 0.048  1.87
C: -2.948 2.571 3.437  -0.70
C: -2.067 1.688 2.606  0.27
N: -2.219 1.507 1.349  -0.23
N: -3.245 2.155 0.737  -0.43
C: -3.407 2.113 -0.615  0.31
N: -4.494 2.763 -1.055  -0.76
S: -2.358 1.376 -1.675  -0.12
C: -0.958 0.929 3.247  0.17
C: -0.512 1.221 4.525  -0.22
C: 0.462 0.412 5.096  -0.13
C: 0.940 -0.673 4.387  -0.23
C: 0.464 -0.877 3.102  0.10
N: -0.447 -0.086 2.535  -0.51
H: -4.004 2.402 3.216  0.23
H: -2.721 3.626 3.261  0.25
H: -2.829 2.369 4.497  0.25
H: -3.845 2.749 1.289  0.39
H: -5.217 3.098 -0.441  0.40
H: -4.683 2.746 -2.043  0.43
H: -0.908 2.062 5.073  0.23
H: 0.828 0.626 6.091  0.24
H: 1.673 -1.347 4.806  0.25
H: 0.821 -1.703 2.501  0.23
N: -4.913 -6.075 -0.526  -0.30
C: -4.199 -5.178 -0.454  0.27
C: -3.306 -4.052 -0.359  -0.18
C: -3.299 -3.265 0.789  -0.16
C: -2.440 -2.178 0.866  -0.25
C: -1.561 -1.827 -0.172  -0.54
C: -1.605 -2.653 -1.306  -0.23
C: -2.453 -3.745 -1.416  -0.17
H: -3.965 -3.510 1.607  0.22
H: -2.467 -1.591 1.780  0.19
H: -0.967 -2.441 -2.163  0.19
H: -2.463 -4.358 -2.307  0.23
C: 2.519 -1.581 -5.739  -0.64
C: 2.676 -1.220 -4.289  0.03
C: 3.570 -0.233 -3.891  -0.19
C: 3.735 0.092 -2.552  -0.20
C: 2.989 -0.584 -1.605  -0.28
C: 2.099 -1.589 -1.971  -0.23
C: 1.944 -1.893 -3.309  -0.18
S: 3.178 -0.276 0.109  2.36
O: 1.812 -0.187 0.655  -1.02
O: 4.034 -1.278 0.651  -0.89
N: 3.859 1.155 0.374  -0.89
C: 3.246 2.480 0.587  -0.20
C: 2.357 3.027 -0.533  -0.52
C: 1.068 2.255 -0.508  0.80
O: 0.334 2.315 0.525  -0.75
O: 0.815 1.420 -1.424  -0.74
H: 2.800 -0.751 -6.385  0.23
H: 1.493 -1.864 -5.966  0.23
H: 3.159 -2.430 -5.987  0.24
H: 4.144 0.299 -4.639  0.23
H: 4.425 0.876 -2.269  0.22
H: 1.541 -2.147 -1.225  0.24
H: 1.250 -2.671 -3.601  0.23
H: 4.859 1.118 0.239  0.43
H: 4.092 3.143 0.754  0.23
H: 2.669 2.447 1.511  0.23
H: 2.831 2.942 -1.509  0.24
H: 2.150 4.076 -0.317  0.25

***

Among the records above, which one has the lowest net charge? C25H26N10O4S4SbYb

***

total energy of number 2 (C25H26N2O7S)? -54495.0866 eV